Formula: C27H29N3O4S
Source: the Open Molecules 2025 dataset
Level of theory: wB97M-V/def2-TZVPD

Geometry (Å):
1 S 2.5057 4.6629 -1.5683
2 H -6.4503 -5.4319 3.4661
3 C -0.2882 1.2678 -0.3712
4 C 1.4867 2.2364 -4.4857
5 H -1.0616 -1.1577 -0.9092
6 N -2.1843 -2.6556 2.4408
7 O 1.1243 -0.4128 0.5807
8 C -3.2811 -3.4844 2.5331
9 C 2.4244 4.0389 -3.1904
10 C 0.5157 -1.2562 -2.4092
11 H -1.3368 -2.3261 -2.1923
12 H 3.1644 0.6317 1.6858
13 H 3.5838 5.4984 -4.2497
14 C -3.7414 -4.4695 1.6669
15 C 2.0622 2.7853 -5.6099
16 H 0.0640 -0.9451 -3.3544
17 C -4.8837 -5.1502 2.0340
18 C 4.7061 1.8235 0.7426
19 C 1.1659 2.4774 -1.9551
20 H -1.6932 0.0459 4.1506
21 H -5.6355 -3.6846 5.0190
22 H 2.5242 -1.2462 -0.5597
23 N -3.2476 -2.2118 4.3430
24 C 1.6631 2.8561 -3.2468
25 C -3.9692 -3.2121 3.7360
26 C -1.1841 -0.8802 3.8605
27 C 1.2562 -0.0281 -1.8558
28 H 0.6997 -2.6781 0.0465
29 O 2.8852 0.7671 -0.3596
30 C -0.0431 -3.0503 -0.6697
31 H -1.4174 -3.2067 0.7242
32 H -3.4665 -1.7563 5.2126
33 H 0.4447 -3.7894 -1.3148
34 H -1.1046 1.9537 -0.2132
35 H 4.1475 2.7528 0.8082
36 H 1.3012 3.3097 0.0514
37 H 5.2726 1.8288 -0.1843
38 H -0.5612 -1.2229 4.6960
39 H 1.9262 2.3070 -6.5686
40 H 0.1984 -1.3085 2.3334
41 H -3.2124 -4.6881 0.7540
42 O -1.0667 -3.7439 -0.0090
43 O -1.4629 1.3470 2.2251
44 C 2.8191 3.9537 -5.5311
45 C 1.9843 -0.2808 -0.5304
46 H 1.2616 -2.0189 -2.6498
47 C -0.6563 0.4869 1.9281
48 H -0.4217 1.1806 -2.4807
49 C 3.0043 4.5911 -4.3222
50 C 1.5360 3.3518 -0.9940
51 H -5.2702 -5.9231 1.3866
52 H 4.3007 -0.3080 0.6858
53 N -0.3529 -0.5630 2.7307
54 H 3.2615 4.3644 -6.4262
55 H 0.8984 1.3340 -4.5590
56 C -0.5715 -1.9005 -1.5392
57 C 0.3623 1.2253 -1.7144
58 H 2.0517 0.2087 -2.5705
59 C 0.0971 0.4974 0.6450
60 C -2.1974 -1.9257 3.5177
61 H 5.3909 1.7557 1.5831
62 C -5.1155 -3.8992 4.0975
63 C 3.7505 0.6432 0.7568
64 C -5.5597 -4.8715 3.2235

Computed properties:
SMILES: CCO[C@H]1OC(C(=O)NCc2nc3ccccc3[nH]2)=C[C@@H](c2csc3ccccc23)[C@@H]1CCCO
energy: -1909.73413 Ha
LUMO: 0.566 eV
energy above the lowest of the compared OMol25 structures with the same formula, charge and spin: 38.0 kJ/mol

Formula: C27H29N7O14
Source: the Open Molecules 2025 dataset
Level of theory: wB97M-V/def2-TZVPD

Geometry (Å):
1 H 4.5207 3.5854 -2.8972
2 O -0.1315 2.4568 -3.5192
3 H 1.5577 0.7422 1.9508
4 N -0.2956 1.2645 2.4640
5 O 0.2252 3.9349 -2.0148
6 H 3.2581 6.9357 -4.0296
7 N 5.8663 2.0350 -4.6923
8 H -2.2559 -0.6787 -2.4067
9 C 1.2203 -3.9554 2.6782
10 O 5.8752 1.6550 -5.8528
11 C 3.1123 0.0650 -3.1427
12 H 1.5882 5.9250 -2.6130
13 H 2.5178 -0.8280 -3.2672
14 H 2.4722 -4.5968 4.3340
15 H 1.9458 0.7020 -1.2995
16 C 4.2807 2.5334 -2.8526
17 H -1.7172 -5.3291 1.7812
18 H 4.3252 5.6359 -5.9823
19 C 0.7703 -5.9063 3.9892
20 H 3.4260 3.5001 -6.6405
21 H -2.2263 0.5019 -1.0905
22 H 4.6387 -0.2426 -4.7089
23 H 2.9612 2.8491 -1.2259
24 O -5.6014 -0.0665 2.6375
25 H -1.4656 -2.5055 6.3253
26 C 3.2465 2.1611 -2.0080
27 C -1.6464 -0.2657 -1.6029
28 H 1.6907 2.5447 -5.3635
29 H -3.4934 -1.3327 6.8882
30 H -5.8241 0.6709 -0.0538
31 C -2.5895 -1.8590 3.2702
32 C 1.5793 -4.7982 3.7608
33 H 1.0742 -6.5397 4.8095
34 C -3.9961 -0.7416 4.8654
35 H 0.9288 -0.6660 2.6807
36 N -4.7861 2.4308 -0.6178
37 H -6.6640 1.8314 -0.8819
38 C -1.7510 -2.2923 4.2638
39 C 0.0705 -4.2106 1.9013
40 C 3.1142 4.0240 -5.7491
41 O -2.2262 -7.5485 2.9613
42 C 1.9665 5.3732 -3.4607
43 O -0.5169 -0.8085 0.3900
44 O -3.5940 2.2938 -0.9802
45 C 1.5764 4.0905 -3.8694
46 O -1.6093 -2.3822 -0.6203
47 O -4.0124 -0.8035 1.3105
48 H -0.3190 -3.4159 1.2822
49 O -5.2399 3.3954 0.0701
50 O -1.1255 1.5336 3.3143
51 C -3.2264 -1.3468 5.8419
52 N -1.2334 -1.2314 -0.5522
53 C -0.3608 -6.1435 3.2539
54 N 0.5019 3.4254 -3.0508
55 O 6.8688 2.5410 -4.2274
56 C 2.8541 5.9790 -4.3260
57 H -5.5091 0.7085 -1.8320
58 H -1.0227 -3.0703 4.0889
59 C -3.6905 -1.0753 3.5373
60 C 2.1713 3.4474 -5.0163
61 O -0.3862 1.7272 1.3759
62 C -2.1077 -2.0432 5.5902
63 H -2.3575 -2.2209 2.2794
64 N -1.1772 -7.3587 3.5356
65 H 1.4206 0.6804 3.6956
66 H -4.8104 -0.0803 5.1224
67 C 3.4704 5.3059 -5.4108
68 C 2.6132 0.8813 -2.1295
69 C 4.7448 1.6785 -3.8436
70 C -5.7151 1.2980 -0.9386
71 C 4.2199 0.4100 -3.9572
72 C 0.9115 0.4204 2.7675
73 N -4.4612 -0.5804 2.4010
74 C -0.7320 -5.2394 2.2144
75 H 1.7856 -3.0677 2.4355
76 H -0.6682 0.1834 -1.7740
77 O -0.8254 -8.1265 4.4331

Computed properties:
charge: +1
2S+1: 2
energy: -2481.80290 Ha
LUMO (alpha / beta): -5.088 / -9.255 eV

Formula: C27H29N7O6SbTi
Source: the Open Molecules 2025 dataset
Level of theory: wB97M-V/def2-TZVPD

Geometry (Å):
1 N 2.8578 -0.9196 -0.4056
2 H 2.4661 -1.9785 2.6959
3 H 1.6844 -2.5527 -3.0932
4 H -0.1003 -2.8376 0.2797
5 C -5.7241 -1.4853 -0.1559
6 H 4.1843 -0.5279 1.7203
7 N -5.5253 -2.2476 -2.4922
8 C -2.1213 2.3216 -3.1804
9 C 1.8266 2.7719 2.1258
10 H 1.3484 -1.5307 3.9765
11 C 3.4576 3.7287 0.4933
12 H 1.6178 3.8030 2.4094
13 H 1.4859 -2.9106 0.5667
14 C 3.6394 2.8461 -1.7074
15 C -2.3723 2.6798 -1.8732
16 H -3.3360 -0.3146 1.9577
17 C -2.9898 -0.9777 -0.0763
18 H -2.8308 2.5605 -3.9618
19 Sb 1.8817 0.6386 -2.8514
20 C 2.7103 1.8958 -1.3575
21 H 0.6398 0.2888 2.7350
22 O -0.7836 -0.9755 -1.0155
23 N -5.9526 -0.7056 2.1694
24 H 4.0471 2.8870 -2.7092
25 C 2.1579 -1.1476 -1.5358
26 N 1.4084 -0.2169 2.2980
27 C 2.2413 -2.3641 -2.1843
28 H 4.5986 -3.7632 -0.1930
29 C 2.5065 2.7464 0.7887
30 O -7.1388 -0.9003 2.0618
31 O -1.0056 -0.1267 0.9685
32 C 3.7232 -1.8172 0.0685
33 N 2.1765 1.8161 -0.1115
34 C -1.5473 -0.6918 -0.0486
35 C -0.9238 1.6811 -3.4799
36 C 4.5552 -1.4387 1.2553
37 C -0.0732 1.3835 -2.4353
38 N 0.6468 -2.3793 0.7923
39 H -2.9659 -1.6816 -2.1278
40 H 4.6197 -2.2398 1.9909
41 H -0.8486 3.4624 0.8457
42 H -3.2677 3.2289 -1.6143
43 O -5.3760 -0.3168 3.1622
44 H 4.7830 4.5277 -0.9794
45 H 0.4861 -3.4730 2.6322
46 O -4.7938 -2.3780 -3.4501
47 C -1.4641 2.3578 -0.8660
48 C -3.5536 -1.4840 -1.2436
49 H 0.8724 2.2476 2.1065
50 H 2.4528 2.3575 2.9193
51 H -2.5914 3.4203 0.6090
52 C -5.1108 -0.9811 0.9736
53 H 2.2430 0.3043 2.5500
54 Ti 0.8552 -0.1013 0.0755
55 C 3.1052 -3.3368 -1.6743
56 H -0.6675 1.4322 -4.5013
57 C 3.8802 -3.0498 -0.5756
58 H -1.7506 1.9988 1.2421
59 C 0.4256 -2.4528 2.2512
60 C -3.7618 -0.7147 1.0498
61 H 3.1906 -4.2988 -2.1640
62 C 1.4705 -1.5806 2.8948
63 C -1.6818 2.8279 0.5401
64 H 5.5742 -1.2325 0.9196
65 O -6.7035 -2.5064 -2.4528
66 C -4.9091 -1.7202 -1.2468
67 C 4.0437 3.7730 -0.7455
68 H 3.7107 4.4559 1.2537
69 N -0.3448 1.6701 -1.1502
70 H -0.5725 -2.0738 2.4659
71 H -6.7860 -1.6816 -0.1848

Computed properties:
charge: +2
2S+1: 2
energy: -2970.16956 Ha
LUMO (alpha / beta): -6.706 / -6.653 eV
energy above the lowest of the compared OMol25 structures with the same formula, charge and spin: 37.4 kJ/mol

Formula: C27H29N7PSSr
Source: the Open Molecules 2025 dataset
Level of theory: wB97M-V/def2-TZVPD

Geometry (Å):
1 H 5.5076 1.4454 2.4430
2 C 0.4965 -0.1562 -5.0438
3 H 0.8237 3.0834 2.3809
4 C -1.7099 -2.2179 -3.9214
5 S 3.6370 1.8174 0.5596
6 C 2.7733 0.6748 -3.7726
7 C -0.8048 -0.6294 1.7143
8 C 0.8938 -1.1974 6.1555
9 H -4.1139 -1.0729 2.2557
10 C -0.7604 -0.6076 -5.6691
11 H -3.7616 -4.1401 -2.0603
12 C 0.5146 0.3011 -3.7341
13 C 1.6991 -0.1387 -5.7371
14 H -2.5969 3.1050 0.1157
15 H 0.1547 -4.3265 5.0919
16 H -1.9247 -0.3762 -1.3498
17 C 3.5685 0.9338 2.0724
18 H 1.1215 -0.6495 7.0605
19 C 0.4899 -0.5407 2.4601
20 C -3.1872 -0.9023 1.7236
21 H -2.1070 4.7959 0.3308
22 H 0.2052 -3.2539 -1.5149
23 N -0.8060 -0.4585 0.3792
24 P -0.1816 3.3062 0.1933
25 H -3.7860 -2.7659 -4.1515
26 N 2.6044 0.2189 2.6302
27 H 1.8517 4.6010 0.1422
28 C -2.8891 -2.8592 -3.5548
29 Sr 1.3054 0.6879 -0.4944
30 H 0.4386 5.6630 0.3341
31 C -1.9894 -0.8532 2.4134
32 H -0.8506 2.5190 2.3894
33 N 4.6911 0.9971 2.8131
34 H -0.5083 4.2627 2.4170
35 H 0.6711 -3.0778 7.1639
36 H 0.0581 -3.1427 2.9332
37 C -1.8760 3.8648 -0.1896
38 N -0.6034 -2.3559 -3.1774
39 H 1.7359 -0.4635 -6.7698
40 H -0.4179 0.3419 -3.1795
41 C 0.2983 -2.5952 3.8379
42 H -4.0945 -0.7692 -0.2347
43 C -1.9707 -0.5097 -0.2724
44 H -1.9575 -0.9828 3.4851
45 N 1.6147 0.6942 -3.0983
46 C 0.3472 -3.2625 5.0528
47 H -2.5772 -1.5698 -5.7801
48 N 1.4431 0.1456 1.9258
49 C -1.6946 -1.4218 -5.1678
50 H -1.9874 4.0261 -1.2621
51 C -2.8714 -3.6220 -2.3995
52 N -1.7756 -3.7676 -1.6600
53 C 0.8675 -0.5343 4.9393
54 H 3.6550 0.9918 -3.2275
55 C 2.8545 0.2804 -5.0934
56 C -0.6988 -3.1314 -2.1045
57 H 0.8303 4.9726 -1.2529
58 C -0.1830 3.2995 2.0196
59 C -3.1846 -0.7313 0.3475
60 C 0.5637 -1.2302 3.7727
61 H 3.8069 0.2935 -5.6036
62 C 0.6397 -2.5614 6.2136
63 C 0.8253 4.7809 -0.1795
64 H -0.9501 -0.2063 -6.6596
65 H 1.0905 0.5228 4.8892
66 H 4.7417 0.4551 3.6594

Computed properties:
charge: +1
energy: -2199.73037 Ha
LUMO: -2.958 eV
energy above the lowest of the compared OMol25 structures with the same formula, charge and spin: 20.5 kJ/mol

| no. | strongest force on any atom (eV/Å) |
| --- | --- |
| 1 | 0.951 |
| 2 | 4.044 |
| 3 | 0.739 |
| 4 | 0.829 |